Entry 1:
Here is a 6-piece molecular cluster, C38H77BrClFN3O22PS5 overall at a distorted geometry from the Open Molecules 2025 dataset. Energies are from ωB97M-V/def2-TZVPD.

```
149
C38H77BrClFN3O22PS5 | the Open Molecules 2025 dataset | ωB97M-V/def2-TZVPD
C 4.96823 7.42990 5.78692
C 4.22234 6.03984 5.95841
C 3.27687 5.84672 4.70254
O 3.96016 5.42391 3.52309
C 3.93690 6.39478 2.48021
C 3.92738 5.62750 1.04879
N 2.94334 6.35355 0.27152
C 5.41398 5.87171 0.49283
C 5.52721 7.25679 -0.28786
C 7.02701 7.45119 -0.83502
N 6.94892 7.90844 -2.25787
O 3.64885 4.26153 1.38142
C 3.10810 3.43862 0.40066
Cl 3.73985 3.61125 -1.30238
P 1.20511 3.55354 0.23718
O 0.48825 3.50848 1.55348
C 3.54007 1.94345 0.86305
F 2.86049 1.78566 2.10968
O 3.04841 0.92423 0.02831
C 2.13710 0.04059 0.67381
O 2.48830 -0.93941 1.25811
C 0.58199 0.24003 0.62248
C -0.21112 0.17979 -0.59737
C -1.66940 0.34637 -0.43233
C -2.29166 0.59925 0.86824
C -1.47497 0.66106 2.09273
C -0.04253 0.45609 1.94243
O 4.88347 1.99724 1.14801
C 5.78049 1.05021 0.56078
C 7.21626 1.47992 1.15405
C 8.44730 0.73761 0.49818
C 5.94499 1.09435 -1.01169
N 6.62462 2.29490 -1.54988
C 5.61139 -0.46366 1.05971
C 5.30167 -0.60161 2.57660
O 5.35550 0.23969 3.40452
Br 4.80712 -2.44118 3.19207
H 5.16263 7.87452 6.79755
H 5.92911 7.25974 5.23884
H 4.30566 8.16167 5.23902
H 4.90397 5.16472 6.08792
H 3.53728 6.13479 6.85275
H 2.68259 6.79136 4.59676
H 2.53148 5.04305 4.98926
H 3.03311 7.07597 2.52168
H 4.82837 7.07730 2.57558
H 1.99123 6.26948 0.61501
H 3.03415 6.25922 -0.73501
H 5.78654 5.01393 -0.12520
H 6.14272 5.96741 1.35063
H 4.85627 7.28933 -1.18690
H 5.23267 8.05959 0.44773
H 7.58064 6.48405 -0.74360
H 7.46760 8.28741 -0.23028
H 6.37358 7.23342 -2.77826
H 6.39272 8.77246 -2.26841
H 0.86617 2.52507 -0.68649
H 0.82655 4.77966 -0.41243
H 0.25457 -0.01028 -1.58819
H -2.34728 0.27855 -1.31151
H -3.39014 0.75386 1.00300
H -1.87104 0.85044 3.11218
H 0.60486 0.49639 2.85410
H 7.27178 1.34050 2.26052
H 7.31406 2.58986 0.97543
H 9.18141 0.51367 1.32168
H 8.20336 -0.19075 -0.07199
H 8.97420 1.44907 -0.19135
H 6.54563 0.21031 -1.37252
H 4.96630 1.01603 -1.57013
H 7.61312 2.12239 -1.73238
H 6.52447 3.10768 -0.94425
H 6.52250 -1.08651 0.85253
H 4.81154 -0.89975 0.39312
C 3.84531 -2.42389 -7.16979
C 5.02733 -1.48628 -7.01235
O 4.63392 -0.22862 -6.45090
S 4.37708 -0.14675 -4.86716
C 4.35357 1.61374 -4.73924
O 5.53365 -0.64861 -4.18234
O 3.06211 -0.64494 -4.58670
H 3.45967 -2.73565 -6.19780
H 4.13681 -3.31950 -7.72134
H 3.02811 -1.92991 -7.69862
H 5.81923 -1.94478 -6.41512
H 5.44892 -1.27098 -7.99530
H 5.33527 2.00044 -5.00474
H 4.11652 1.86922 -3.70752
H 3.58772 2.00616 -5.40588
C -2.40904 -4.06206 -0.51679
C -2.33574 -3.28651 -1.81805
O -2.83671 -4.05395 -2.91947
S -4.42854 -4.17780 -3.09964
C -4.41447 -4.82156 -4.74334
O -5.00041 -2.86156 -3.12343
O -4.91551 -5.19919 -2.21321
H -3.44491 -4.22174 -0.21303
H -1.90181 -3.51866 0.28264
H -1.94921 -5.04588 -0.62694
H -2.86339 -2.33283 -1.73941
H -1.29161 -3.06053 -2.04050
H -3.99441 -4.07210 -5.41079
H -5.44275 -5.04138 -5.02559
H -3.82189 -5.73257 -4.76021
C -7.90777 -4.06748 -0.18686
C -6.75752 -4.41174 0.73860
O -6.57379 -3.40396 1.74343
S -7.56745 -3.39075 3.00356
C -6.62533 -2.28704 4.01061
O -7.56593 -4.69048 3.61200
O -8.78605 -2.73931 2.62458
H -8.86225 -4.11209 0.34089
H -7.95093 -4.76655 -1.02366
H -7.80076 -3.05326 -0.57590
H -6.89742 -5.39482 1.19469
H -5.83427 -4.45431 0.15976
H -5.67467 -2.75731 4.25461
H -7.19462 -2.09612 4.91979
H -6.47074 -1.35759 3.46637
C -6.99334 -9.38696 -7.78499
C -5.51102 -9.56000 -7.51383
O -4.71290 -8.79595 -8.42720
S -4.56004 -7.21891 -8.17188
C -3.21547 -6.94753 -9.28446
O -4.10206 -7.00716 -6.82788
O -5.71968 -6.55190 -8.68375
H -7.31866 -8.37134 -7.55400
H -7.57810 -10.07671 -7.17401
H -7.21703 -9.56641 -8.83813
H -5.26540 -9.30495 -6.48010
H -5.23822 -10.60593 -7.66090
H -2.34694 -7.49740 -8.92774
H -3.00495 -5.87913 -9.29763
H -3.50782 -7.28266 -10.27765
C -9.62445 1.67576 9.39666
C -8.87639 0.65301 10.23057
O -8.81073 -0.61860 9.57442
S -7.73633 -0.81501 8.39680
C -7.83798 -2.57640 8.30093
O -6.43773 -0.45405 8.88595
O -8.26990 -0.26105 7.18680
H -9.06629 1.93011 8.49422
H -9.78315 2.59317 9.96627
H -10.59149 1.28211 9.07849
H -7.87495 1.00736 10.48666
H -9.41096 0.49314 11.16810
H -7.48606 -3.00067 9.23892
H -7.20241 -2.90283 7.47894
H -8.87115 -2.85951 8.10871
```

Output
* SMILES: CCCOC[C@@](N)(CCCN)O[C@](Cl)([PH2]=O)[C@@](F)(OC(=O)c1ccccc1)O[C@](CC)(CN)CC(=O)Br.CCOS(C)(=O)=O.CCOS(C)(=O)=O.CCOS(C)(=O)=O.CCOS(C)(=O)=O.CCOS(C)(=O)=O
* E_HOMO: -0.3384 Eh
* orbital gap: 9.43 eV
* energy: -238911.466 eV
* strongest force on any atom: 3.86 eV/A
* net charge: 0

=====

Entry 2:
Here is a 10-piece molecular cluster, C38H78O19S10 overall at a distorted geometry from the Open Molecules 2025 dataset. Energies are from ωB97M-V/def2-TZVPD.

```
145
C38H78O19S10 | the Open Molecules 2025 dataset | ωB97M-V/def2-TZVPD
C 2.12042 -1.56171 -0.08309
S 0.96858 -1.95640 1.17635
O 1.68894 -2.02825 2.47034
C 0.29623 -0.29784 1.14907
H 2.56402 -0.59431 0.11830
H 1.53460 -1.46190 -1.02134
H 2.76680 -2.40951 -0.26175
H 1.17815 0.34484 1.22407
H -0.48332 -0.22842 1.85820
H -0.14535 -0.08365 0.17889
C 3.10521 -3.14383 -3.71479
C 3.54428 -3.71460 -5.05602
C 4.63622 -2.76486 -5.46273
S 4.28682 -1.07620 -4.67157
O 4.15617 -0.14058 -5.74422
O 5.20134 -0.69421 -3.62598
C 2.72206 -1.66072 -3.92850
H 3.85884 -3.15122 -2.89648
H 2.22226 -3.69310 -3.42777
H 2.74401 -3.50408 -5.73594
H 3.75031 -4.78900 -5.17982
H 4.57628 -2.60754 -6.54448
H 5.61109 -3.03827 -5.10607
H 1.97468 -1.43824 -4.69631
H 2.50715 -1.03273 -3.03932
C 2.54305 2.45210 -3.17205
C 2.74745 3.83932 -3.80829
C 1.57478 3.90335 -4.86333
S 0.14044 3.39868 -3.95227
O -0.93793 2.93431 -4.80549
O -0.16506 4.48181 -3.05191
C 1.00067 2.15139 -2.99864
H 2.94212 2.51089 -2.22182
H 3.04305 1.64289 -3.73618
H 3.75187 3.81835 -4.32199
H 2.65749 4.68893 -3.07884
H 1.76711 3.12944 -5.62178
H 1.35154 4.85900 -5.32155
H 0.70177 1.15545 -3.32278
H 0.68440 2.29409 -1.95776
C -4.55362 -1.56182 4.06394
C -3.83442 -0.27306 4.18912
C -3.19030 -0.01622 2.79221
S -4.49514 -0.51235 1.63551
O -4.02660 -1.38193 0.52478
O -5.20200 0.67894 1.34154
C -5.47416 -1.54388 2.81977
H -5.23952 -1.62155 4.92523
H -3.83973 -2.41564 4.03670
H -3.12399 -0.31762 4.97566
H -4.52493 0.52500 4.48902
H -2.40731 -0.71553 2.62827
H -2.86887 1.02517 2.58913
H -5.48588 -2.50874 2.25026
H -6.49128 -1.19693 2.95699
C 6.43037 0.48734 -0.13371
C 6.45793 1.74109 -1.10343
C 5.41687 2.72357 -0.65395
S 4.74625 2.16542 0.90750
O 3.47580 1.45988 0.74094
O 4.74686 3.24014 1.84718
C 6.12020 1.04488 1.28519
H 7.26472 -0.19806 -0.21034
H 5.65836 -0.13499 -0.46794
H 6.39072 1.48568 -2.16189
H 7.49362 2.08214 -1.00591
H 4.47255 2.89073 -1.19224
H 5.76177 3.69040 -0.39995
H 5.79995 0.30279 2.04191
H 6.92624 1.68444 1.66096
C -4.23251 2.61738 -1.33793
C -3.47200 3.16239 -2.58654
C -3.25687 2.03985 -3.54886
S -4.81441 1.18368 -3.24388
O -4.88116 -0.14520 -3.79674
O -5.89767 2.12562 -3.49469
C -4.61079 1.21380 -1.52194
H -5.02341 3.26292 -0.94613
H -3.55726 2.54046 -0.51469
H -2.51243 3.66103 -2.32891
H -4.05691 3.96394 -3.07883
H -2.33702 1.51331 -3.42981
H -3.24594 2.31105 -4.62265
H -3.82285 0.50145 -1.33436
H -5.55925 0.97773 -1.06765
C -0.98600 -4.04963 3.28628
C -0.67933 -5.50421 3.29801
C -2.00351 -6.15812 3.30446
S -3.03514 -5.17239 2.28840
O -4.18869 -4.74275 3.14688
O -3.31732 -5.79566 1.00680
C -1.86704 -3.76676 2.13766
H -0.10137 -3.42250 3.19043
H -1.51654 -3.83287 4.33611
H -0.16343 -5.63184 4.20133
H -0.04539 -5.88593 2.43024
H -2.45021 -6.08325 4.27515
H -2.02621 -7.19162 2.96540
H -2.48559 -2.92367 2.21716
H -1.33966 -3.70329 1.15842
C -1.28342 5.57649 1.82860
C 0.12506 5.12227 2.32005
C 0.18325 3.55476 2.14761
S -1.02337 3.22385 0.89141
O -2.08950 2.46881 1.50995
O -0.32065 2.55353 -0.21983
C -1.56970 4.83778 0.51616
H -1.28112 6.63468 1.66716
H -2.08616 5.36949 2.59268
H 0.20524 5.43866 3.33983
H 0.81793 5.57376 1.64136
H -0.15665 3.01007 2.98156
H 1.18347 3.26157 1.81150
H -2.59982 4.86766 0.10399
H -0.94023 5.26538 -0.30490
C -3.48670 -3.18383 -2.12128
C -3.50570 -3.34613 -3.60214
C -2.45883 -2.35498 -4.18366
S -1.10280 -2.40156 -3.04161
O -0.69190 -1.10286 -2.72947
O -0.08575 -3.34616 -3.50819
C -1.97426 -3.13010 -1.69023
H -3.99854 -4.12135 -1.77151
H -4.01400 -2.34544 -1.74066
H -4.42200 -3.20248 -4.18297
H -3.12086 -4.26052 -3.83014
H -2.97671 -1.39565 -3.99749
H -2.17738 -2.38256 -5.22396
H -1.84752 -2.51392 -0.77795
H -1.69014 -4.19758 -1.55500
C 2.79623 0.17597 5.62868
C 2.02925 0.85725 6.80672
C 0.60619 0.30273 6.67812
S 0.14617 0.40677 4.97928
O -0.47757 1.66183 4.63225
O -0.52290 -0.86606 4.66630
C 1.88637 0.41128 4.39624
H 3.00037 -0.87742 5.87460
H 3.80162 0.59716 5.46195
H 1.99835 1.90583 6.83048
H 2.33730 0.56872 7.82631
H -0.19729 0.66546 7.32213
H 0.72921 -0.79427 6.84373
H 2.19269 1.39951 4.08071
H 1.95560 -0.31635 3.59571
```

Output
* E_HOMO: -0.3385 Eh
* orbital gap: 9.37 eV
* energy: -187919.948 eV
* strongest force on any atom: 4.16 eV/A
* net charge: 0

=====

The highest energy belongs to which entry?
C38H78O19S10

=====

Number 1 is which compound?
C38H77BrClFN3O22PS5

=====

What is the formula in the second record?
C38H78O19S10

=====

What is the strongest force on any atom in the second record?
4.16 eV/A